[1]
Molecular formula: C34H53BaBrN2P2
Method: DFT, ωB97M-V with the def2-TZVPD basis set

Geometry as XYZ:
```
93
Properties=species:S:1:pos:R:3:forces:R:3
N 1.442 2.822 4.639 0.5 0.0 0.1
C 2.693 2.595 4.219 -0.4 0.6 -0.4
C 3.256 3.249 3.119 -0.3 0.1 -0.1
C 2.463 4.166 2.390 -0.6 0.6 1.3
C 1.189 4.481 2.910 0.4 -0.8 0.5
C 0.739 3.784 4.037 0.1 0.3 -0.4
C 2.849 4.607 1.068 0.1 0.7 -0.9
Ba 1.229 0.337 -1.477 -1.1 -1.7 3.1
P -2.178 -1.819 -2.978 0.7 0.6 0.6
C 1.973 5.055 0.104 0.1 -0.1 0.5
C 1.841 4.330 -1.164 0.7 0.2 -0.5
C 0.633 4.341 -1.903 0.3 0.0 0.1
C 0.419 3.445 -2.968 -0.4 0.3 0.2
C 1.421 2.544 -3.223 -0.2 -1.2 -2.0
C 2.688 2.599 -2.676 0.6 -0.1 0.5
C 2.881 3.467 -1.588 -0.3 -0.4 -0.7
Br 0.925 0.721 -4.389 0.8 2.8 0.0
H 3.904 4.469 0.822 -0.3 -1.0 -0.4
H 1.204 5.802 0.329 -0.4 -1.0 0.3
H 4.276 3.003 2.822 -0.2 0.2 -0.1
H 0.545 5.207 2.427 0.0 -0.1 0.1
H 3.269 1.861 4.784 -0.2 0.2 -0.1
H -0.253 3.996 4.447 0.4 -0.1 -0.1
H -0.179 5.012 -1.606 0.3 -0.1 -0.2
H 3.826 3.437 -1.046 -0.2 0.1 -0.3
H -0.490 3.482 -3.578 0.2 -0.2 0.5
H 3.490 1.934 -3.032 -0.4 0.3 0.2
P -1.495 0.402 0.869 -1.1 0.4 -0.1
C -0.546 -2.446 -3.589 0.0 -0.4 -0.3
C -0.433 -2.777 -5.086 0.6 -0.1 -0.3
H -0.302 -3.344 -2.983 0.0 0.5 -0.2
H 0.217 -1.675 -3.332 -0.4 -0.4 0.0
H 0.616 -2.707 -5.406 -0.2 0.0 0.0
H -0.731 -3.813 -5.285 0.0 0.5 0.0
H -1.017 -2.103 -5.733 0.3 -0.3 0.4
C -2.645 -0.512 -4.193 -0.2 0.0 0.1
C -3.434 -0.861 -5.454 -0.1 0.4 -0.4
H -1.715 0.020 -4.449 -0.3 -0.1 0.1
H -3.240 0.185 -3.576 0.2 -0.1 -0.3
H -3.680 0.088 -5.957 0.0 -0.4 0.0
H -2.866 -1.468 -6.177 -0.3 0.1 0.4
H -4.391 -1.350 -5.219 0.4 0.0 -0.1
C -3.336 -3.211 -3.208 -0.1 -0.2 0.3
C -2.976 -4.289 -4.225 -0.5 -0.4 -0.3
H -4.313 -2.762 -3.447 0.2 -0.2 0.2
H -3.420 -3.669 -2.205 -0.1 0.2 -0.4
H -3.783 -5.032 -4.254 0.2 0.1 0.0
H -2.882 -3.898 -5.249 0.0 -0.1 0.4
H -2.065 -4.833 -3.942 -0.2 0.2 -0.1
C -2.506 -0.920 1.679 0.4 -0.1 0.1
C -2.850 -2.137 0.839 -0.2 -0.4 0.0
H -3.438 -0.422 1.993 0.3 -0.1 0.0
H -1.961 -1.213 2.584 -0.2 -0.1 -0.2
H -3.592 -2.730 1.393 0.2 0.0 -0.2
H -3.288 -1.876 -0.134 0.1 0.0 0.3
H -1.972 -2.769 0.665 -0.2 0.2 0.0
C -2.898 1.048 -0.158 -0.2 -0.3 -0.1
C -2.693 2.448 -0.716 -0.3 0.1 -0.1
H -3.779 1.048 0.508 0.2 0.0 -0.3
H -3.098 0.310 -0.953 0.1 0.3 0.1
H -3.648 2.815 -1.114 0.3 0.1 0.0
H -2.371 3.153 0.061 0.0 -0.1 -0.2
H -1.960 2.468 -1.530 0.0 0.0 0.0
C -1.737 1.641 2.234 0.2 0.3 -0.3
C -1.449 1.179 3.653 0.1 0.1 0.3
H -2.790 1.951 2.172 0.2 0.0 0.0
H -1.125 2.511 1.961 -0.1 0.0 0.3
H -1.532 2.042 4.328 0.0 -0.3 0.0
H -2.178 0.430 3.993 0.3 0.2 -0.1
H -0.436 0.768 3.771 -0.2 0.1 0.0
C 4.294 -1.725 2.434 0.2 -0.1 -0.1
N 3.348 -1.668 3.582 -0.3 -0.1 0.1
C 3.948 -0.979 4.755 0.0 0.0 0.2
C 1.983 -1.086 3.187 0.1 0.0 0.3
C 1.337 -2.006 2.199 -0.7 -1.6 0.3
C 1.073 -3.333 2.629 0.3 0.6 -0.2
C 0.674 -4.296 1.703 -0.1 -0.1 0.1
C 0.458 -3.937 0.372 0.1 0.6 -0.6
C 0.626 -2.583 -0.023 -0.3 -1.8 0.8
C 1.038 -1.648 0.900 1.6 2.5 -1.4
H 4.419 -0.713 2.033 -0.1 -0.2 0.1
H 3.897 -2.393 1.666 0.0 0.2 0.2
H 5.253 -2.100 2.809 -0.2 0.1 -0.2
H 3.167 -2.644 3.863 0.0 0.4 -0.2
H 4.173 0.059 4.484 0.0 -0.4 0.1
H 3.227 -1.015 5.579 0.2 0.1 -0.2
H 4.865 -1.512 5.027 -0.2 0.2 0.0
H 1.417 -1.014 4.128 0.2 0.0 -0.2
H 2.164 -0.077 2.792 0.0 -0.3 0.0
H 1.214 -3.604 3.680 -0.1 -0.1 -0.2
H 0.536 -5.332 2.025 0.0 0.4 -0.1
H 0.162 -4.692 -0.363 0.1 0.2 0.3
H 0.411 -2.320 -1.072 -0.1 -0.2 0.2
```
Positions in Å, forces in eV/Å.

charge = +2
E_LUMO = -0.232 Eh
energy = -128394.583 eV
frontier orbital gap = 5.538 eV
highest occupied orbital energy = -0.4358 Eh



[2]
Molecular formula: C14H14BF9N6OPd
Method: DFT, ωB97M-V with the def2-TZVPD basis set

Geometry as XYZ:
```
46
Properties=species:S:1:pos:R:3:forces:R:3
H 2.191 -1.238 -1.480 0.6 -0.2 -0.1
N 0.458 -0.180 -1.663 -0.2 -2.0 -2.3
B -1.958 0.625 -2.282 0.2 0.3 1.8
N -0.662 -0.223 -2.516 1.0 0.0 -0.5
C -0.458 -1.202 -3.417 0.4 1.2 0.8
Pd 0.435 1.188 0.220 0.0 -2.8 1.7
H -1.176 -1.396 -4.213 0.1 0.0 0.5
C 0.800 -1.747 -3.187 0.5 -1.2 -0.6
H 1.325 -2.476 -3.775 -0.2 -0.3 0.0
C 1.313 -1.146 -2.081 -0.7 0.2 0.1
H -2.767 0.553 -3.164 0.3 -0.1 0.0
C 0.068 1.868 2.062 1.0 1.3 1.7
H 1.045 1.757 2.586 -0.8 0.2 -0.1
H -0.720 1.322 2.561 0.0 0.1 0.1
H -0.176 2.920 1.850 -0.1 -0.2 0.5
N -1.437 2.056 -2.031 1.4 1.5 0.4
N -2.545 0.197 -0.905 0.9 -0.5 0.4
N -0.482 2.345 -1.033 -2.0 2.8 -2.8
N -1.699 0.172 0.191 -0.6 0.2 -0.6
C -1.712 3.193 -2.710 2.1 0.3 2.4
C -3.794 -0.140 -0.527 0.4 0.2 0.3
H -2.352 3.202 -3.531 -1.0 0.0 -1.1
H -4.589 -0.193 -1.257 0.0 0.0 0.1
C -0.958 4.223 -2.123 -0.4 0.2 -0.7
C -3.773 -0.342 0.841 -0.1 0.0 -0.1
C -0.215 3.672 -1.088 -1.2 -1.7 -0.9
C -2.447 -0.130 1.241 -0.4 0.0 -0.8
H -0.918 5.249 -2.429 -0.2 0.2 -0.1
H -4.588 -0.586 1.485 -0.3 -0.1 0.1
H 0.468 4.102 -0.374 0.0 0.1 -0.1
H -2.030 -0.161 2.227 0.1 -0.2 0.1
H 1.129 0.609 -1.528 -1.2 0.8 -0.2
F -0.083 -1.135 3.005 0.4 -0.7 -0.4
C 0.684 -2.114 2.451 -0.3 0.3 0.1
F 0.995 -2.978 3.451 -0.2 0.6 -0.7
F -0.097 -2.777 1.559 0.5 0.5 0.6
C 1.946 -1.470 1.730 0.6 -1.0 0.1
O 1.633 -0.595 0.780 0.5 -0.6 0.5
C 2.919 -0.877 2.862 -0.3 0.1 -0.1
F 3.519 -1.823 3.634 -0.4 0.7 -0.5
F 3.890 -0.138 2.281 -0.6 -0.4 0.5
F 2.221 -0.061 3.701 0.6 -0.5 -0.5
C 2.746 -2.722 1.074 -0.1 0.2 0.3
F 2.993 -3.752 1.928 -0.2 0.7 -0.9
F 2.040 -3.227 0.026 0.6 0.3 0.5
F 3.939 -2.293 0.588 -0.7 -0.4 0.2
```
Positions in Å, forces in eV/Å.

multiplicity = 3
E_LUMO (spin up / spin down) = -0.015 / -0.032 Eh
energy = -54344.471 eV
frontier orbital gap (spin up / spin down) = 6.152 / 8.203 eV
⟨S²⟩ = 2.005
highest occupied orbital energy (spin up / spin down) = -0.2407 / -0.3330 Eh



[3]
Molecular formula: C19H15IO3Pd
Method: DFT, ωB97M-V with the def2-TZVPD basis set

Geometry as XYZ:
```
39
Properties=species:S:1:pos:R:3:forces:R:3
Pd -0.574 0.046 -0.448 -0.4 0.1 0.7
I -2.462 1.517 -1.553 0.5 -0.3 0.3
C -3.149 -0.157 -2.588 -0.1 0.3 -0.1
C -4.184 -0.020 -3.462 0.0 -0.2 -0.1
C -4.623 -1.162 -4.168 0.0 0.1 0.0
C -4.006 -2.363 -3.968 0.0 0.0 0.0
C -2.927 -2.496 -3.059 0.0 0.0 0.0
C -2.282 -3.740 -2.858 -0.1 0.0 -0.1
C -1.245 -3.841 -1.983 0.0 0.1 0.1
C -0.792 -2.709 -1.263 -0.2 -0.2 -0.1
C -1.375 -1.482 -1.423 0.4 0.3 -0.2
C -2.468 -1.361 -2.335 0.0 -0.3 -0.1
H -4.663 0.936 -3.617 0.0 0.0 0.0
H -5.446 -1.072 -4.864 0.0 0.0 0.0
H -4.333 -3.243 -4.509 0.0 0.0 0.0
H -2.633 -4.603 -3.411 0.0 0.0 0.0
H -0.752 -4.794 -1.837 0.0 0.0 0.0
H 0.027 -2.821 -0.567 0.0 0.0 -0.1
C 2.215 5.356 3.108 0.0 0.0 0.0
O 2.998 4.212 3.406 0.0 0.0 0.0
C 2.620 3.036 2.861 0.0 0.0 0.0
C 3.442 1.932 3.198 0.0 0.0 0.0
C 3.140 0.711 2.690 0.0 0.0 0.0
C 2.027 0.479 1.831 0.0 0.0 -0.1
C 1.750 -0.828 1.329 0.0 0.1 0.1
C 2.609 -2.023 1.674 -0.1 0.0 0.0
O 0.794 -1.137 0.575 -0.1 -0.1 -0.4
C 1.191 1.603 1.503 0.0 -0.2 0.1
O 0.145 1.542 0.777 -0.1 0.4 -0.4
C 1.535 2.877 2.042 0.0 0.0 0.0
H 2.676 6.184 3.639 0.0 0.0 0.0
H 1.186 5.229 3.452 0.0 0.0 0.0
H 2.214 5.564 2.036 0.0 0.0 0.0
H 4.287 2.086 3.854 0.0 0.0 0.0
H 3.780 -0.112 2.967 0.0 0.0 0.0
H 3.453 -1.823 2.319 0.0 0.0 0.0
H 2.967 -2.455 0.739 0.0 0.0 0.0
H 1.967 -2.766 2.149 0.0 0.0 0.0
H 0.892 3.697 1.763 0.0 0.0 0.0
```
Positions in Å, forces in eV/Å.

E_LUMO = -0.007 Eh
energy = -37668.966 eV
frontier orbital gap = 7.547 eV
highest occupied orbital energy = -0.2841 Eh



[4]
Molecular formula: C13H20NO6S
Method: DFT, ωB97M-V with the def2-TZVPD basis set

Geometry as XYZ:
```
41
Properties=species:S:1:pos:R:3:forces:R:3
C -0.070 -0.771 0.243 -0.3 -0.3 -0.4
C -0.100 -1.272 -1.220 0.2 1.2 0.3
C -0.418 -0.137 -2.176 0.2 -0.3 -0.3
O -1.845 0.037 -2.295 0.1 0.3 0.2
C -2.158 1.353 -2.259 -0.2 0.1 0.0
C -2.962 1.912 -1.362 0.0 -0.1 -0.1
C -3.180 3.382 -1.435 -0.3 0.2 0.0
O -4.252 3.908 -1.234 0.5 -0.1 0.3
C -1.954 4.151 -1.826 0.1 -0.4 -0.3
C -1.166 3.600 -2.744 -0.1 0.4 -0.1
C 0.129 4.167 -3.246 -0.2 -0.3 0.2
S 1.276 4.489 -1.889 0.5 -1.3 0.0
O 2.586 4.116 -2.333 0.2 0.8 -0.6
O 0.834 3.805 -0.708 -0.7 0.5 0.3
C -1.582 2.276 -3.303 0.0 -0.1 -0.5
O -1.493 1.999 -4.480 0.3 -0.1 0.7
H -0.909 -1.178 0.794 0.0 -0.1 0.3
H 0.865 -1.056 0.704 0.1 -0.2 0.3
H -0.133 0.310 0.310 0.0 0.2 -0.1
H -0.813 -2.073 -1.360 0.1 -0.3 -0.1
H 0.909 -1.571 -1.475 0.1 -0.5 -0.2
H 0.051 0.757 -1.769 -0.1 0.3 0.0
H 0.020 -0.280 -3.161 -0.2 -0.2 -0.2
H -3.441 1.337 -0.591 -0.3 -0.1 0.1
H -1.716 5.090 -1.357 -0.3 0.3 0.1
H 0.018 5.026 -3.898 0.1 0.3 0.1
H 0.638 3.396 -3.814 0.3 0.0 -0.2
H 1.194 5.835 -1.711 0.0 -0.1 0.0
C 2.138 -2.439 4.693 0.3 -0.4 0.1
C 1.444 -3.214 3.629 -0.1 1.1 -0.4
O 1.102 -2.831 2.564 0.1 -0.4 0.1
N 1.007 -4.633 3.976 -0.4 -0.2 -0.1
C 1.382 -5.644 2.922 0.1 -0.2 0.2
H 2.570 -1.548 4.249 -0.1 0.0 0.0
H 1.414 -2.149 5.459 0.0 0.0 0.0
H 2.931 -3.030 5.156 -0.1 0.0 0.1
H 1.316 -4.907 4.910 0.0 -0.1 0.0
H -0.017 -4.579 3.968 0.0 -0.1 0.3
H 1.033 -6.615 3.260 0.0 0.0 0.0
H 2.462 -5.650 2.810 0.0 0.0 0.0
H 0.890 -5.370 1.996 0.1 0.1 0.0
```
Positions in Å, forces in eV/Å.

charge = +1
E_LUMO = -0.151 Eh
energy = -38405.201 eV
frontier orbital gap = 7.313 eV
highest occupied orbital energy = -0.4196 Eh